[1]
Computed, not measured: the molecule C5H7NO2 at a distorted geometry, with ωB97M-V with the def2-TZVPD basis set.

Properties
orbital gap = 10.25 eV
max |F| = 6.63 eV/A
energy relative to the best compared isomer or geometry (same formula, charge and spin) = 95.1 kcal per mole
E_tot = -10879.4944 eV
SMILES = C[C@H]1[C@H]2COC(=O)N21
E_LUMO = 0.84 eV

CARTESIAN COORDINATES (ANGSTROEM)
C 1.0095 0.0596 -1.4756
C 0.3166 1.1561 -0.4902
C -0.9661 0.5593 0.1481
C -1.2110 -0.9129 0.0781
C 0.4426 -0.3957 1.7229
H 0.7520 -0.8849 -0.9945
H 1.2393 0.3799 -2.4805
H 1.9908 0.2042 -0.9924
H 0.2217 2.3273 -0.4210
H -1.6427 1.3814 0.5058
H -0.8503 -1.4092 -0.8469
H -2.1379 -1.2501 0.4566
N 0.0684 0.7310 0.9731
O -0.1955 -1.4173 0.9741
O 0.9625 -0.5287 2.8424

Atoms 1-3, force components in eV/Å:
C 1.93 3.32 4.32
C -2.42 -0.75 0.93
C -2.64 2.59 -1.47


[2]
Computed, not measured: the molecule C5H7NO2 at a distorted geometry, with ωB97M-V with the def2-TZVPD basis set.

Properties
orbital gap = 9.94 eV
max |F| = 3.29 eV/A
energy relative to the best compared isomer or geometry (same formula, charge and spin) = 37.3 kcal per mole
E_tot = -10881.9977 eV
SMILES = CCc1cc(=O)o[nH]1
E_LUMO = 0.66 eV

CARTESIAN COORDINATES (ANGSTROEM)
C -1.2148 -1.5859 -0.4529
C -0.1036 -0.7717 -1.1057
C 0.4123 0.2163 -0.0978
C 0.4891 1.5681 -0.1871
C 1.0119 2.0367 1.0483
H -1.7855 -2.1200 -1.2074
H -0.8720 -2.3311 0.2361
H -1.8365 -0.9162 0.1451
H -0.4920 -0.2088 -1.9419
H 0.6807 -1.3383 -1.5397
H 0.1505 2.2207 -1.0118
H 0.1821 -0.6453 1.6932
N 0.8369 -0.2010 1.1589
O 1.3407 3.1298 1.3941
O 1.2001 0.9469 1.8686

Atoms 1-3, force components in eV/Å:
C -0.17 0.05 -0.32
C -0.62 0.90 0.98
C -0.28 0.92 -0.59


[3]
Computed, not measured: the molecule C5H7NO2 at a distorted geometry, with ωB97M-V with the def2-TZVPD basis set.

Properties
orbital gap = 9.50 eV
max |F| = 5.71 eV/A
energy relative to the best compared isomer or geometry (same formula, charge and spin) = 147.8 kcal per mole
E_tot = -10877.2080 eV
SMILES = O=C1CN[C@@H]2CO[C@@H]12
E_LUMO = 0.28 eV

CARTESIAN COORDINATES (ANGSTROEM)
C -1.1818 0.1658 1.0736
C -1.0032 -1.3553 0.5081
C 0.4471 0.0032 -0.5217
C 1.2191 1.1134 -1.2552
C 0.0328 0.9273 0.4653
H -1.1669 -2.2270 1.2708
H -1.9285 -1.3906 -0.4360
H 1.2295 -1.6002 0.6445
H -0.5791 -0.0096 -0.8986
H 2.3488 1.1915 -1.1226
H 1.0667 1.2061 -2.2539
H 0.7789 0.7399 1.3920
N 0.3807 -1.4184 -0.0785
O -2.1504 0.6902 1.7126
O 0.5062 1.9637 -0.5004

Atoms 1-3, force components in eV/Å:
C -4.50 3.14 1.45
C -1.15 -0.48 0.08
C -1.32 -3.86 -2.45


[4]
Computed, not measured: the molecule C5H7NO2 at a distorted geometry, with ωB97M-V with the def2-TZVPD basis set.

Properties
orbital gap = 9.72 eV
max |F| = 7.46 eV/A
energy relative to the best compared isomer or geometry (same formula, charge and spin) = 174.5 kcal per mole
E_tot = -10876.0497 eV
SMILES = O=C1CN[C@H]2C[C@]12O
E_LUMO = 0.53 eV

CARTESIAN COORDINATES (ANGSTROEM)
C 0.4104 -0.5848 -0.0809
C 1.8693 -0.5885 -0.8302
C 0.9759 0.6989 -0.5800
C -1.1643 1.0517 0.0807
C -1.2373 -0.3311 -0.0989
H 1.2076 -1.7923 1.2448
H 1.7071 -0.7011 -1.8865
H 2.9044 -0.8323 -0.3336
H 0.3645 0.8392 -1.4550
H 0.3708 2.6230 0.3362
H -1.6932 1.1907 1.2061
H -1.8522 1.3768 -0.8330
N 0.2915 1.5914 0.3659
O 0.8276 -0.7478 1.4020
O -2.0992 -1.1675 -0.3750

Atoms 1-3, force components in eV/Å:
C 2.81 -1.12 1.81
C -1.24 1.24 1.41
C -1.73 -0.76 0.40


[5]
Computed, not measured: the molecule C5H7NO2 at a distorted geometry, with ωB97M-V with the def2-TZVPD basis set.

Properties
orbital gap = 10.03 eV
max |F| = 9.95 eV/A
energy relative to the best compared isomer or geometry (same formula, charge and spin) = 144.3 kcal per mole
E_tot = -10877.3598 eV
SMILES = C1OC[C@@H]2CON=C12
E_LUMO = 0.53 eV

CARTESIAN COORDINATES (ANGSTROEM)
C -0.8851 0.9474 -0.1928
C -1.2154 -1.3155 -0.0436
C 0.1008 -0.9128 0.3597
C 1.5940 0.6545 -0.2529
C 0.4650 0.5497 0.5332
H -1.2347 1.8755 0.5553
H -0.8728 1.1179 -1.2553
H -1.9680 -2.0171 0.7146
H -1.2071 -1.9260 -1.0205
H 1.4254 1.1097 -1.3289
H 1.9071 1.3832 0.4291
H 0.3989 0.7897 1.7062
N 1.1426 -1.5981 -0.0796
O -1.8767 -0.0861 -0.0759
O 2.2260 -0.5718 -0.0486

Atoms 1-3, force components in eV/Å:
C -1.63 3.14 3.74
C -4.37 -3.24 1.39
C 5.56 -3.23 -1.36


[6]
Computed, not measured: the molecule C5H7NO2 at a distorted geometry, with ωB97M-V with the def2-TZVPD basis set.

Properties
orbital gap = 9.14 eV
max |F| = 3.98 eV/A
energy relative to the best compared isomer or geometry (same formula, charge and spin) = 63.5 kcal per mole
E_tot = -10880.8631 eV
SMILES = NCc1cocc1O
E_LUMO = 0.66 eV

CARTESIAN COORDINATES (ANGSTROEM)
C 0.4193 -0.9055 -0.9907
C 0.4353 0.2888 -0.2019
C 0.4443 1.5312 -0.6434
C -0.3522 1.6719 1.4169
C -0.0551 0.2917 1.1897
H -1.2179 -1.8442 -0.3191
H -1.5707 -1.1393 -1.6327
H 0.8678 -0.7013 -1.9250
H 1.2476 -1.5703 -0.4946
H 0.6956 1.6261 -1.7592
H -0.6150 2.2116 2.3915
H 0.5416 -1.4416 1.7246
N -0.8093 -1.6413 -1.2434
O 0.1208 2.3932 0.3831
O -0.1521 -0.7710 2.1042

Atoms 1-3, force components in eV/Å:
C 2.43 -2.46 -0.13
C -2.40 -0.89 3.04
C 0.76 0.33 -0.91


[7]
Computed, not measured: the molecule C5H7NO2 at a distorted geometry, with ωB97M-V with the def2-TZVPD basis set.

Properties
orbital gap = 10.09 eV
max |F| = 5.27 eV/A
energy relative to the best compared isomer or geometry (same formula, charge and spin) = 65.5 kcal per mole
E_tot = -10880.7759 eV
SMILES = C=C1C[C@@]1(N)C(=O)O
E_LUMO = 0.57 eV

CARTESIAN COORDINATES (ANGSTROEM)
C 0.3165 -0.8514 0.1944
C 0.8821 -1.6616 1.0923
C -2.2141 -0.3195 -0.1603
C 0.2149 -0.5663 -1.2397
C -0.6257 0.1975 -0.2467
N -0.5216 1.6213 0.0522
O -2.6048 -1.3702 -0.5701
O -2.9338 0.4020 0.6626
H 0.7446 -1.3766 2.0535
H 1.6478 -2.2585 0.9048
H 0.9740 -0.2192 -1.8853
H -0.2970 -1.4055 -1.5947
H -0.4917 2.2153 -0.7429
H 0.2168 1.7326 0.7642
H -2.2959 1.1928 1.0521

Atoms 1-3, force components in eV/Å:
C 1.39 -0.10 0.00
C -2.94 3.97 -1.81
C 2.70 -0.36 0.76


[8]
Computed, not measured: the molecule C5H7NO2 at a distorted geometry, with ωB97M-V with the def2-TZVPD basis set.

Properties
orbital gap = 8.55 eV
max |F| = 2.25 eV/A
energy relative to the best compared isomer or geometry (same formula, charge and spin) = 53.6 kcal per mole
E_tot = -10881.2950 eV
SMILES = Cc1c(O)ccn1O
E_LUMO = 0.73 eV

CARTESIAN COORDINATES (ANGSTROEM)
C -0.2198 -0.9928 -1.6533
N -0.9102 -0.2498 0.6827
C 0.9741 0.7108 -0.0739
C -0.0048 -0.1823 -0.4374
C -0.4915 0.5864 1.6494
C 0.6916 1.1502 1.2386
O -2.1338 -0.8904 0.6995
O 2.0292 1.0857 -0.8553
H -1.9425 -1.8496 0.6207
H 2.5491 1.7342 -0.3669
H -1.0483 0.7087 2.5564
H 1.3231 1.7781 1.8409
H -0.0423 -2.0530 -1.4620
H -1.2450 -0.8656 -2.0078
H 0.4709 -0.6706 -2.4317

Atoms 1-3, force components in eV/Å:
C -0.14 0.03 -0.05
N 1.54 0.12 -1.63
C -0.72 -0.54 0.40


[9]
Computed, not measured: a structure of composition C5H7NO2 at a distorted geometry, with ωB97M-V with the def2-TZVPD basis set.

Properties
orbital gap = 8.85 eV
max |F| = 11.28 eV/A
energy relative to the best compared isomer or geometry (same formula, charge and spin) = 156.3 kcal per mole
E_tot = -10876.8378 eV
E_LUMO = 0.74 eV

CARTESIAN COORDINATES (ANGSTROEM)
C -0.0639 0.6548 0.6143
C 1.1251 0.4338 -0.4613
C -0.6978 -0.2694 -1.5075
C -0.1925 -1.4372 -0.4739
C -1.0242 -0.2335 -0.1042
H -0.2689 1.0081 2.6574
H 1.5805 0.6593 2.0845
H -0.3770 1.6774 0.3617
H 2.2771 0.6036 -0.4585
H -1.3665 -0.1880 -2.3009
H -0.7025 -2.4169 -0.5317
H -2.0466 -0.2594 0.0040
N 0.2743 0.3866 1.8451
O 0.3550 0.4027 -1.6316
O 1.1279 -1.0220 -0.0975

Atoms 1-3, force components in eV/Å:
C -0.53 4.83 -6.52
C -2.25 -4.45 1.29
C -1.24 -3.83 3.00


[10]
Computed, not measured: a structure of composition C5H7NO2 at a distorted geometry, with ωB97M-V with the def2-TZVPD basis set.

Properties
orbital gap = 9.98 eV
max |F| = 6.02 eV/A
energy relative to the best compared isomer or geometry (same formula, charge and spin) = 66.7 kcal per mole
E_tot = -10880.7246 eV
E_LUMO = -0.10 eV

CARTESIAN COORDINATES (ANGSTROEM)
C -0.9497 0.3561 -1.9222
C -0.1022 0.1349 -0.7673
C 1.6754 0.0451 0.5773
C 0.5441 0.0602 1.5607
C -0.6472 -0.1962 0.6319
H -2.4236 -0.8281 -1.2714
H 2.4850 -0.9195 0.4769
H 2.5242 0.9071 0.7838
H 0.3630 1.0365 2.0069
H 0.7136 -1.1065 2.3033
H -1.5982 0.3942 0.6908
H -0.9728 -1.1796 0.5003
N 1.1834 0.4088 -0.7177
O -2.1083 -0.2968 -2.0147
O -0.6867 1.1837 -2.8387

Atoms 1-3, force components in eV/Å:
C 0.50 3.56 -4.34
C 3.61 1.25 2.65
C 5.85 1.39 -0.13


[11]
Computed, not measured: a cluster of 2 separate species, C5H7NO2 in total at a distorted geometry, with ωB97M-V with the def2-TZVPD basis set.

Properties
orbital gap = 6.02 eV
max |F| = 4.85 eV/A
energy relative to the best compared isomer or geometry (same formula, charge and spin) = 190.1 kcal per mole
E_tot = -10875.3756 eV
E_LUMO = -2.57 eV

CARTESIAN COORDINATES (ANGSTROEM)
C 0.1139 0.7110 -0.7214
C -1.3186 0.2515 -0.8820
C -0.3630 -0.8445 -0.7905
C 0.1930 -0.4284 1.4890
C 0.5753 0.8977 0.6901
H 2.3778 1.1765 -0.6896
H -2.1806 0.4211 -0.2141
H -1.7439 0.3347 -1.7696
H -0.0380 -1.2349 -1.8588
H 0.5183 -2.2511 0.3426
H 0.8190 -0.7383 2.2026
H -0.5764 -0.0390 2.0857
N -0.2348 -1.5443 0.5392
O 0.6463 1.5739 -1.6820
O 1.2117 1.7141 1.2587

Atoms 1-3, force components in eV/Å:
C -0.55 1.40 -0.01
C -0.25 -0.26 3.60
C 1.64 0.38 -1.18


[12]
Computed, not measured: the molecule C5H7NO2S at a distorted geometry, with ωB97M-V with the def2-TZVPD basis set.

Properties
orbital gap = 9.48 eV
max |F| = 2.97 eV/A
energy relative to the best compared isomer or geometry (same formula, charge and spin) = 113.9 kcal per mole
E_tot = -21713.6090 eV
E_LUMO = 0.81 eV

CARTESIAN COORDINATES (ANGSTROEM)
C -0.8826 0.6250 0.8619
C -2.2098 0.7704 1.0489
C -1.6025 -0.4863 -1.0486
C 1.4865 0.9896 -0.8763
C 0.8009 -0.3781 -0.5691
N -0.5711 -0.0315 -0.3205
O 0.8194 -2.5574 0.3954
O 1.2829 -1.1742 0.5528
S -3.0953 0.0353 -0.2372
H 0.0253 0.9798 1.4381
H -2.7415 1.2559 1.9433
H 2.0331 0.9350 -1.8530
H 0.6429 1.6588 -1.0080
H 2.0994 1.1609 0.0000
H 0.7103 -0.8847 -1.5509
H 1.2021 -2.8984 1.2230

Atoms 1-3, force components in eV/Å:
C 1.09 0.97 0.86
C -0.62 0.96 2.05
C -0.57 -0.05 -0.38